[1]
110
Properties=species:S:1:pos:R:3:forces:R:3 method="wB97M-V/def2-TZVPD" charge=-2 relative_energy_kcal_mol=33.51 total_energy_ev=-329282.684 multiplicity=2
Ti -0.622251 -0.669221 -0.784360 0.55 -0.21 1.14
O -2.823458 -4.167722 0.915679 0.19 0.04 0.15
C -3.828012 -4.262513 0.039351 -0.10 0.03 -0.16
C -4.813290 -5.226739 0.274258 0.15 -0.03 0.18
C -5.874326 -5.373236 -0.589703 -0.11 0.01 -0.11
C -5.986090 -4.559076 -1.714499 0.00 0.02 -0.04
C -5.015786 -3.602541 -1.952861 -0.09 -0.05 0.00
C -3.931368 -3.437118 -1.094427 -0.16 -0.14 0.01
C -2.912891 -2.403825 -1.367147 -0.23 0.34 -0.46
O -1.895387 -2.348109 -0.585585 0.45 -0.05 0.58
N -3.075834 -1.597134 -2.379882 -0.08 0.06 0.14
N -1.970486 -0.751242 -2.435097 -0.30 -0.92 0.06
C -1.896856 -0.011873 -3.460760 0.32 0.75 -1.05
C -0.692150 0.713719 -3.874419 -0.28 -0.28 0.40
C -0.756735 1.556783 -4.981083 0.00 0.15 -0.18
C 0.366545 2.188136 -5.476870 0.02 0.00 0.01
C 1.601669 1.952460 -4.861355 -0.07 0.16 -0.20
C 1.702788 1.118755 -3.776773 -0.17 -0.23 0.24
C 0.557347 0.489347 -3.235047 -0.10 0.27 -0.66
O 0.668845 -0.277342 -2.200301 0.32 0.01 0.32
H -2.227154 -3.439594 0.585363 -0.09 -0.07 0.01
H -4.711804 -5.848107 1.155750 0.00 0.01 -0.01
H -6.625804 -6.127369 -0.386393 -0.01 0.00 -0.01
H -6.822567 -4.673088 -2.392046 0.00 0.01 -0.01
H -5.069730 -2.948106 -2.812672 -0.01 -0.01 0.00
H -2.764410 0.016320 -4.121604 0.05 0.00 -0.11
H -1.719890 1.710898 -5.459313 0.01 0.00 0.02
H 0.291023 2.848507 -6.331106 0.02 0.01 0.00
H 2.491006 2.444715 -5.238311 0.01 0.00 -0.01
H 2.645016 0.946343 -3.270332 0.00 0.00 -0.02
C -5.402217 5.213209 2.031010 -0.02 -0.02 -0.02
C -3.997681 5.045272 2.628443 -0.01 0.02 0.03
C -4.126653 4.546875 4.075684 0.01 -0.03 0.00
C -3.326211 6.418504 2.657820 0.05 0.02 -0.02
C -3.203141 4.035709 1.800944 0.15 0.09 -0.08
C -3.649496 2.727683 1.686202 -0.12 -0.09 0.07
C -2.934275 1.802823 0.956470 -0.03 -0.12 0.02
Br -3.595235 0.015092 0.934957 0.03 0.15 -0.08
C -1.731848 2.095670 0.271176 -0.06 0.32 0.30
O -1.063695 1.183444 -0.360795 -0.13 -0.19 -0.33
C -1.288488 3.444922 0.366901 0.15 -0.11 -0.19
C -2.021798 4.346431 1.132457 -0.13 0.07 0.07
C 0.006899 3.976905 -0.286464 0.04 0.06 -0.05
C 1.044198 4.241423 0.818820 -0.05 -0.03 0.00
C -0.299903 5.296539 -1.025129 0.01 -0.02 0.04
C 0.661405 3.053277 -1.325565 -0.09 0.11 0.06
H -5.988476 5.928558 2.618301 0.01 -0.02 -0.02
H -5.939316 4.261990 2.015776 0.02 0.05 -0.01
H -5.337141 5.577620 1.002398 -0.01 -0.02 0.04
H -4.699577 5.258118 4.680821 0.01 -0.02 -0.03
H -3.138652 4.424198 4.525748 -0.04 0.00 -0.01
H -4.633281 3.580419 4.115394 0.02 0.04 0.02
H -3.918237 7.107722 3.266816 -0.01 -0.02 -0.01
H -3.243490 6.840822 1.652442 0.02 -0.01 0.06
H -2.324742 6.360281 3.092276 -0.04 0.02 -0.04
H -4.559091 2.402118 2.180861 0.07 0.01 -0.04
H -1.634385 5.353793 1.216021 -0.01 -0.06 -0.01
H 0.649266 4.916682 1.584063 0.02 -0.03 -0.02
H 1.948820 4.689203 0.395132 -0.05 -0.03 0.00
H 1.335518 3.303615 1.296811 0.00 0.02 0.01
H -0.634006 6.096976 -0.359919 0.02 -0.05 -0.02
H -1.073361 5.134781 -1.781513 0.03 0.02 0.02
H 0.606187 5.644747 -1.529479 -0.03 -0.01 0.01
H 1.546076 3.561928 -1.724100 -0.05 0.01 0.01
H -0.011483 2.846371 -2.162791 0.03 0.02 0.12
H 0.982152 2.111310 -0.889176 0.05 0.05 -0.04
C 1.897899 0.369841 3.135494 0.17 0.03 -0.05
As 1.887478 -0.074870 1.216143 -0.32 0.25 0.17
C 5.133115 1.157259 2.028436 0.42 -0.10 -0.04
C 3.027879 -1.674501 1.433462 0.13 0.03 -0.31
C 3.801236 -2.202958 0.192838 0.07 -0.04 0.05
C 3.909792 -1.128746 -0.905273 -0.03 -0.08 0.09
C 3.116350 -3.454898 -0.374256 0.01 0.11 0.09
As 1.275558 -3.137563 -1.017605 -0.07 -0.07 -0.27
C 0.542677 -4.927492 -0.661106 -0.04 0.07 0.03
C 1.594325 -3.360585 -2.942866 -0.01 0.09 0.03
C 5.264617 -2.503661 0.603479 -0.11 0.03 -0.01
As 5.858832 -3.893515 1.872137 -0.03 -0.03 -0.03
C 5.709654 -5.524266 0.757868 0.02 0.06 -0.01
C 4.325285 -4.268972 3.042373 0.00 0.03 0.02
H 2.937245 0.584982 3.394455 -0.06 0.02 0.03
H 1.491206 -0.461692 3.717105 0.03 0.01 -0.01
H 1.280560 1.256242 3.292358 -0.01 -0.02 0.02
H 5.802920 0.895123 2.879628 -0.13 0.08 -0.05
H 4.631997 2.108487 2.299076 0.01 -0.11 -0.03
H 5.826272 1.395646 1.189127 -0.16 0.00 0.10
H 2.440357 -2.469531 1.897286 -0.05 -0.05 0.05
H 3.750349 -1.279642 2.148219 0.08 -0.01 0.03
H 2.926016 -0.877187 -1.316256 0.07 0.03 0.02
H 4.546314 -1.490743 -1.723101 -0.03 0.00 0.02
H 4.342248 -0.220132 -0.473430 -0.02 -0.03 -0.04
H 3.037986 -4.212450 0.404858 -0.03 -0.08 0.05
H 3.694021 -3.890249 -1.196483 0.02 0.03 -0.03
H 1.197669 -5.729527 -1.005635 0.06 0.04 -0.03
H -0.425978 -5.010705 -1.157832 0.02 0.00 0.05
H 0.387061 -5.026550 0.414236 -0.04 -0.02 -0.02
H 2.119210 -4.287110 -3.178745 0.02 -0.04 0.05
H 2.183778 -2.506448 -3.277344 -0.01 -0.01 -0.02
H 0.635543 -3.336936 -3.462118 0.00 0.00 -0.01
H 5.657550 -1.565933 1.011564 0.02 0.00 0.02
H 5.859022 -2.738165 -0.289044 0.00 0.01 -0.03
H 6.262972 -5.363042 -0.169302 -0.01 -0.01 0.01
H 4.682282 -5.789544 0.513655 -0.04 0.04 -0.01
H 6.174106 -6.355160 1.291240 0.00 0.00 0.01
H 4.095477 -3.381267 3.628926 -0.01 -0.01 0.00
H 4.621703 -5.073507 3.718007 -0.01 0.00 0.00
H 3.434659 -4.571101 2.493263 0.01 0.02 0.00
C 0.084033 -0.914460 1.227248 0.14 -0.25 -0.07
H 0.195839 -1.892612 1.707098 -0.13 -0.08 0.04
H -0.509717 -0.278924 1.893546 -0.12 0.00 0.02

***

[2]
137
Properties=species:S:1:pos:R:3:forces:R:3 method="wB97M-V/def2-TZVPD" charge=0 total_energy_ev=-134310.334 multiplicity=1
C 19.047190 15.545275 15.535970 0.72 -1.63 -0.59
C 17.698957 16.158901 15.465588 -0.73 1.04 0.59
O 17.364101 16.608680 16.847835 0.06 -0.22 -1.09
C 16.273758 17.340173 16.917071 0.92 -0.17 1.05
O 15.547858 17.700274 16.057789 -0.82 0.31 -1.33
C 16.116825 17.838280 18.352252 1.15 0.25 -0.25
F 16.240308 16.877902 19.246914 -0.81 -0.75 0.54
F 17.116355 18.680593 18.627582 0.61 0.76 -0.13
F 15.003973 18.515716 18.467464 -1.16 0.06 0.53
H 19.880622 16.167067 15.793678 0.07 0.74 0.84
H 19.340811 15.316128 14.506367 -0.29 -0.52 -0.07
H 19.067785 14.590372 16.145938 -0.06 1.18 -0.68
H 16.949610 15.382320 15.260397 0.09 0.49 -0.39
H 17.600072 17.064308 14.779872 0.15 -1.40 0.82
C 7.770038 17.855780 9.499938 -1.51 -0.37 0.95
C 8.616617 16.613495 9.562431 1.36 -0.73 -0.94
O 7.887695 15.455831 8.968418 0.47 0.11 1.13
C 8.464242 14.288576 9.214970 0.23 -0.72 -0.09
O 9.456642 14.032895 9.858675 -1.02 0.60 -0.60
C 7.804538 13.133012 8.369644 0.35 -0.18 -0.56
F 7.558456 12.028226 9.068896 -0.40 0.33 0.65
F 6.746378 13.457112 7.639741 -0.99 0.56 0.73
F 8.685452 12.763965 7.446655 1.49 -0.07 -0.47
H 7.135914 17.898895 10.423161 0.43 0.14 -0.75
H 7.046056 17.816141 8.643537 1.02 0.31 0.53
H 8.441269 18.725467 9.514705 -0.42 -0.15 -0.30
H 8.980589 16.341351 10.611009 -0.42 0.32 -1.64
H 9.453104 16.735252 8.800672 -0.49 -0.17 1.44
C 11.241927 18.607049 16.694573 -0.20 -0.90 0.30
C 9.888618 18.257991 16.104951 -0.27 -0.74 -0.30
O 8.988212 17.583606 17.058175 1.83 0.05 0.09
C 8.008910 16.889402 16.572093 -2.10 -0.18 -1.52
O 7.579579 16.836113 15.430867 1.11 0.13 1.39
C 7.285675 16.139275 17.723785 0.49 -0.52 -1.87
F 7.213476 16.920597 18.771899 -0.19 -0.23 0.99
F 6.060166 15.764762 17.333608 0.47 0.09 0.48
F 8.019204 15.012712 17.959621 -0.57 0.56 0.52
H 11.898675 17.750583 16.745971 0.01 -0.65 -0.17
H 11.258916 18.957480 17.719143 -0.46 0.62 0.01
H 11.756219 19.263252 16.016157 -0.07 0.65 -0.12
H 10.005804 17.622780 15.207760 -0.08 0.07 0.50
H 9.289969 19.081490 15.793552 -0.03 1.05 -0.30
C 14.188586 20.385876 14.771040 1.09 1.11 0.71
C 13.490277 21.546092 14.078411 -1.51 0.36 0.99
O 12.669420 21.009641 13.027943 -1.38 -0.85 -1.24
C 13.179282 20.850796 11.800900 -0.40 0.60 1.01
O 14.273581 21.177130 11.475771 0.91 0.01 -0.47
C 12.184446 20.270362 10.743787 1.58 0.61 1.33
F 12.786722 19.216358 10.177647 -0.19 0.44 -0.72
F 11.101282 19.824406 11.327938 -1.30 0.06 -0.15
F 11.921248 21.261090 9.864822 -0.15 -1.13 0.14
H 15.008480 20.779684 15.415145 -0.93 -0.12 0.18
H 14.799857 19.846502 14.080834 0.01 -0.65 -0.90
H 13.539984 19.687200 15.311324 0.24 0.43 -0.17
H 14.120136 22.261546 13.572062 0.65 0.20 0.43
H 12.722763 22.107229 14.760942 1.55 -1.05 -1.19
C 16.164501 12.833210 13.406110 0.05 -1.52 1.10
C 16.754242 13.814936 12.548547 -0.04 2.22 -2.91
O 16.470982 13.429328 11.125548 -0.99 0.13 -0.38
C 16.141451 14.427650 10.305514 1.22 1.24 0.68
O 16.386159 15.601758 10.470379 -0.40 -1.06 0.05
C 15.385455 14.063169 9.020395 0.85 -0.44 -1.07
F 15.813383 14.825607 7.973926 0.40 -1.09 0.65
F 15.462492 12.736356 8.703608 -0.05 1.27 0.08
F 14.131669 14.411270 9.158264 -1.41 -0.28 0.46
H 15.117741 12.790380 13.233271 -1.08 -0.05 0.21
H 16.415420 13.096729 14.411694 -0.29 0.43 0.90
H 16.576325 11.838085 13.341252 0.20 -0.40 -0.56
H 17.827676 13.858422 12.544582 0.47 0.35 0.50
H 16.256459 14.817377 12.636601 0.83 -0.77 0.28
C 17.631791 20.012023 8.382825 0.29 -0.60 -1.19
C 16.529873 20.135267 9.402340 0.83 -1.41 0.92
O 17.182954 20.373259 10.730477 -1.10 0.93 -1.55
C 17.416554 19.410686 11.553838 0.33 -0.34 -0.06
O 17.404143 18.235455 11.356939 -0.37 -0.64 0.24
C 17.980188 20.060921 12.813368 1.49 1.03 -1.72
F 19.235856 20.451258 12.423354 0.15 -0.26 0.32
F 17.386701 21.177008 13.176396 -0.92 0.39 0.57
F 18.099576 19.251428 13.806143 -0.08 -1.09 1.55
H 18.283207 20.879347 8.436912 0.16 0.02 0.05
H 17.319752 19.912065 7.309208 -0.33 0.31 1.04
H 18.210053 19.092497 8.536577 0.01 0.29 0.31
H 15.918194 19.195927 9.471838 0.36 1.11 0.01
H 15.989733 21.048571 9.329797 -0.85 0.33 -0.38
C 11.529660 13.867723 16.430487 -0.92 0.62 -1.66
C 12.619032 13.264317 15.529573 0.60 2.16 -0.20
O 13.717712 12.894562 16.411096 -0.07 -0.31 -0.17
C 14.605402 13.854649 16.650387 -0.56 -2.39 0.16
O 14.634905 14.916275 16.142758 0.56 1.79 -0.13
C 15.666031 13.254531 17.613173 0.24 -2.30 0.80
F 15.162133 12.115257 18.233757 0.68 1.64 -0.68
F 16.745828 12.804379 16.884713 -0.90 0.93 0.67
F 16.069467 14.071609 18.579360 -0.04 -0.06 -0.78
H 11.035303 13.139472 17.053411 -0.20 -0.42 -0.06
H 10.768739 14.466350 15.856762 0.44 -1.07 0.08
H 11.864724 14.635298 17.083462 1.07 0.54 0.68
H 13.076583 13.963879 14.772221 -0.82 -0.19 0.86
H 12.306841 12.444552 14.915661 -0.12 -0.98 0.31
C 12.751138 10.073601 10.493118 0.22 0.38 -0.26
C 11.600655 10.998845 10.092056 1.94 0.98 0.51
C 11.797714 12.160205 11.058473 1.44 -0.30 0.64
O 12.210434 11.517710 12.318013 -0.82 -0.10 -0.49
C 13.162020 10.532880 11.928885 0.26 0.25 -1.21
H 13.552722 10.302784 9.794118 0.33 -0.29 0.08
H 12.495185 9.025409 10.380513 0.01 -0.15 0.22
H 10.694244 10.606613 10.361540 -2.44 -1.29 0.38
H 11.604905 11.228751 9.033707 0.00 0.31 -0.07
H 10.915665 12.758195 11.226279 -0.11 0.11 0.13
H 12.671039 12.792498 10.818182 -0.49 0.04 -0.48
H 13.212250 9.688241 12.625872 -0.08 0.51 0.12
H 14.140093 11.051772 11.818751 -0.23 -0.53 0.39
C 12.474147 17.325423 13.323278 -1.07 0.64 -1.34
C 11.514868 16.694470 12.302042 0.84 -1.21 -0.09
C 12.354393 15.494303 11.808068 -0.55 -2.08 0.03
O 13.595710 15.546524 12.475347 0.88 0.32 -0.01
C 13.800727 16.909101 12.770098 1.80 0.16 2.43
H 12.335717 17.018998 14.348106 -0.05 -0.46 0.23
H 12.201475 18.349770 13.247354 0.52 1.34 0.39
H 11.213981 17.352685 11.475466 0.27 -0.11 0.40
H 10.658700 16.322236 12.792721 -1.34 -0.28 0.41
H 12.499051 15.510449 10.719240 -0.07 -0.02 0.13
H 12.029962 14.447619 12.124550 -0.46 1.55 -0.70
H 14.135802 17.449822 11.896061 0.00 0.35 -0.41
H 14.584482 17.004255 13.596205 -0.69 -0.27 -1.26
C 8.845431 12.827557 13.527479 0.60 1.11 1.19
C 8.407349 14.214669 14.068863 0.84 0.56 -2.50
C 7.183904 14.547076 13.189252 -0.57 -1.16 0.19
O 7.330058 13.777362 11.943910 0.49 0.92 1.34
C 7.948801 12.557551 12.355473 0.04 -0.25 -1.26
H 8.690215 12.069394 14.272557 0.25 -0.43 0.43
H 9.940206 12.935530 13.312292 -1.01 -0.67 -0.23
H 9.269990 14.913547 13.978204 -0.74 -0.17 -0.23
H 8.134059 14.235807 15.065487 -0.58 -0.21 2.06
H 6.995035 15.568086 12.904810 0.24 0.40 0.01
H 6.288722 14.208216 13.809208 0.69 0.15 -1.07
H 8.618276 12.145317 11.592840 -0.66 0.19 -0.55
H 7.096253 11.886653 12.495247 0.46 -0.46 0.57

***

Which orbital gap belongs to each record? In order, 3.70 10.06 eV.